No. 1
Density functional theory data (ωB97M-V/def2-TZVPD) for a structure of composition C5H6O2 in a non-equilibrium geometry.

Structure (ORCA input):
```
! wB97M-V def2-TZVPD RIJCOSX def2/J DEFGRID3
* xyz 0 1
O 0.099 -2.727 0.198
O -0.634 0.705 1.031
C 1.231 1.131 -0.408
C -0.424 -1.825 0.846
C 0.120 0.178 -0.865
C -0.187 1.457 -0.134
C -0.513 -0.487 0.329
H -0.739 2.356 -0.393
H 1.910 0.890 0.405
H -0.887 -1.891 1.857
H 1.689 1.686 -1.230
H 0.005 -0.123 -1.895
H -1.670 -1.350 0.261
*
```

ΔE to the lowest compared entry with this formula, charge and spin	110.0	kcal/mol
LUMO energy	0.7973	eV
M	98.10	g/mol
Kohn-Sham gap	9.848	eV

=====

No. 2
Density functional theory data (ωB97M-V/def2-TZVPD) for a structure of composition C17H17ClLu in a non-equilibrium geometry.

Structure (ORCA input):
```
! wB97M-V def2-TZVPD RIJCOSX def2/J DEFGRID3
* xyz -1 1
Lu -0.973 -0.727 -0.125
Cl 0.181 -2.793 0.470
C 0.973 -0.161 2.677
C 2.851 -0.968 -2.154
C 2.078 1.012 -3.077
C 3.178 0.090 -1.253
C -1.322 0.689 2.969
C -1.398 0.054 4.191
C -2.864 -1.085 -1.396
C -0.054 1.445 0.982
C -2.936 0.338 -1.136
C -0.115 0.678 2.222
C 2.171 -0.396 -3.285
C -1.447 0.011 -2.882
C -1.941 -1.250 -2.492
C -2.058 0.983 -2.065
C 0.875 -0.808 3.909
C 2.717 1.312 -1.818
C -0.311 -0.689 4.685
H 1.874 -0.290 2.016
H -0.363 -1.205 5.643
H 1.629 -0.956 -4.058
H 1.733 -1.396 4.293
H 2.965 -2.045 -1.961
H -0.815 0.210 -3.734
H -2.173 1.250 2.541
H 1.439 1.696 -3.650
H -1.616 -2.168 -2.970
H -0.896 2.095 0.735
H -3.149 -1.904 -0.714
H 0.950 1.738 0.586
H 3.541 -0.044 -0.228
H -1.836 2.040 -2.184
H -2.301 0.136 4.807
H 2.724 2.298 -1.332
H -3.310 0.810 -0.213
*
```

LUMO energy	2.1856	eV
M	431.74	g/mol
Kohn-Sham gap	5.050	eV

=====

No. 3
Density functional theory data (ωB97M-V/def2-TZVPD) for a structure of composition C8H21BiNO2P2 in a non-equilibrium geometry.

Structure (ORCA input):
```
! wB97M-V def2-TZVPD RIJCOSX def2/J DEFGRID3
* xyz 1 1
Bi -0.166 0.153 -0.079
P 0.031 -0.628 -2.349
P -0.244 1.275 2.054
O -1.699 -2.533 0.985
O 1.515 -3.931 1.769
N 0.710 -1.935 0.866
C 1.664 -1.014 -3.033
C -1.024 -2.020 -2.792
C -0.568 0.766 -3.347
C -1.042 2.863 1.681
C 1.315 1.726 2.864
C 1.151 -2.987 1.344
C -1.256 0.521 3.339
C -1.059 -1.561 0.605
H -0.454 3.416 0.936
H -2.047 2.689 1.273
H -2.255 0.291 2.946
H 0.063 1.649 -3.181
H 2.360 -0.183 -2.854
H 1.569 -1.186 -4.118
H -0.796 -0.415 3.686
H 1.976 2.247 2.157
H 2.067 -1.920 -2.558
H -1.116 3.450 2.611
H -0.539 0.479 -4.410
H 1.099 2.387 3.720
H -1.347 1.219 4.189
H 1.318 -0.339 0.865
H -0.680 -2.934 -2.288
H -2.059 -1.822 -2.482
H 1.828 0.824 3.225
H 0.883 1.384 -0.535
H 1.391 -0.776 -0.143
H -0.990 -2.170 -3.885
H -1.599 1.016 -3.059
*
```

LUMO energy	-3.5658	eV
M	434.19	g/mol
Kohn-Sham gap	6.199	eV

=====

No. 4
Density functional theory data (ωB97M-V/def2-TZVPD) for a structure of composition C10H5Cl3N3S2Ti in a non-equilibrium geometry.

Structure (ORCA input):
```
! wB97M-V def2-TZVPD RIJCOSX def2/J DEFGRID3
* xyz -2 2
Ti 0.837 0.157 0.480
Cl 2.190 2.515 1.360
Cl -2.321 1.499 -3.793
Cl 0.271 0.013 2.698
S 1.149 -1.331 -2.079
S -0.915 -2.391 -0.077
N 3.529 -5.332 2.287
N 3.668 -3.114 1.248
N 2.566 -0.979 0.873
C 1.955 1.762 -0.272
C 0.239 -1.452 -0.727
C -3.432 1.327 -1.323
C -1.001 1.057 -0.009
C -2.187 1.097 0.740
C -1.033 1.209 -1.368
C 3.534 -4.271 1.807
C 3.032 -2.037 1.076
C -2.226 1.324 -2.024
C -3.396 1.228 0.064
H 1.479 2.524 -0.881
H -4.333 1.233 0.616
H -4.378 1.400 -1.853
H -2.180 1.004 1.821
H 2.952 1.559 -0.664
*
```

ΔE to the lowest compared entry with this formula, charge and spin	145.0	kcal/mol
⟨S²⟩	0.8653
LUMO energy (alpha / beta)	4.9031 / 3.9895	eV
M	385.53	g/mol
Kohn-Sham gap (alpha / beta)	5.245 / 4.661	eV

=====

No. 5
Density functional theory data (ωB97M-V/def2-TZVPD) for the molecule C4H4N2O3SSi in a non-equilibrium geometry.

Structure (ORCA input):
```
! wB97M-V def2-TZVPD RIJCOSX def2/J DEFGRID3
* xyz 0 1
S 2.259 -0.619 -2.290
Si -0.139 0.523 0.781
O 0.852 0.925 3.321
O 1.763 0.810 -1.148
O -0.350 1.026 -1.706
N 0.418 0.903 -0.748
N -0.679 -3.388 -2.119
C 1.158 0.742 2.158
C 1.217 -1.760 -2.446
C 0.151 -2.608 -2.147
C -2.029 0.668 1.018
H 2.184 0.743 1.954
H -2.015 1.081 2.002
H -2.297 1.184 0.153
H -2.493 -0.230 1.218
*
```

ΔE to the lowest compared entry with this formula, charge and spin	90.9	kcal/mol
LUMO energy (alpha / beta)	-2.0543 / -2.0442	eV
M	188.24	g/mol
Kohn-Sham gap (alpha / beta)	6.370 / 5.756	eV

=====

No. 6
Density functional theory data (ωB97M-V/def2-TZVPD) for a cluster of 2 separate species, C6H15NO in total.

Structure (ORCA input):
```
! wB97M-V def2-TZVPD RIJCOSX def2/J DEFGRID3
* xyz 0 1
O 0.531 -1.081 -2.202
N 2.344 -0.498 0.434
C -1.386 0.146 -1.511
C -1.667 1.359 -1.067
C -0.418 -0.100 -2.625
C -0.797 -0.029 2.533
C 1.342 0.222 1.210
C 0.266 -0.731 1.703
H 0.753 -1.526 2.280
H 3.099 0.114 0.154
H 0.091 0.830 -2.905
H -0.326 0.571 3.317
H -2.396 1.599 -0.305
H -1.471 -0.740 3.008
H 0.972 -1.422 -2.985
H 1.833 0.674 2.074
H -1.152 2.222 -1.495
H -1.864 -0.739 -1.105
H -0.180 -1.233 0.842
H 1.928 -0.839 -0.430
H -1.400 0.639 1.914
H -0.970 -0.476 -3.493
H 0.869 1.037 0.653
*
```

ΔE to the lowest compared entry with this formula, charge and spin	43.5	kcal/mol
SMILES	C=CCO.CCCN
LUMO energy	0.7453	eV
M	117.19	g/mol
Kohn-Sham gap	9.544	eV

=====

Q: Which of these has the lowest M?
A: C5H6O2